Below is C22H19Br2Cl3N3O2S3SiW as an isolated structure, with properties calculated with ωB97M-V with the def2-TZVPD basis set.

- gap between HOMO and LUMO (eV) = 6.34
- E_HOMO (eV) = -9.72
- lowest unoccupied orbital energy (eV) = -3.38
- charge = +1
- energy relative to the best compared isomer or geometry (same formula, charge and spin) (eV) = 0.1178

```
56
Properties=species:S:1:pos:R:3:forces:R:3
W 0.9664 0.1602 0.4886 0.049 0.053 -0.063
Br 0.3142 -3.5970 -3.2611 0.001 -0.006 -0.005
C -0.8389 -3.1787 -1.8463 -0.015 -0.006 -0.012
C -2.0355 -3.9025 -1.6751 0.020 -0.005 -0.024
C -2.8740 -3.6106 -0.6407 -0.019 0.001 0.019
Br -4.4661 -4.6021 -0.4543 -0.004 -0.002 0.001
C -2.5654 -2.5797 0.2851 -0.002 -0.007 0.004
C -3.3723 -2.2166 1.3851 -0.004 -0.017 -0.021
C -2.9725 -1.2056 2.2094 0.013 0.022 0.019
C -1.7648 -0.5430 1.9478 -0.012 -0.001 0.014
N -0.9779 -0.8559 0.9381 0.045 0.028 -0.007
C -1.3651 -1.8654 0.0963 -0.008 -0.012 0.000
C -0.5101 -2.1754 -0.9803 0.016 0.015 0.023
O 0.6238 -1.4334 -1.1217 0.013 0.037 -0.077
H -2.2773 -4.6916 -2.3723 0.002 -0.001 -0.002
H -4.2988 -2.7449 1.5615 -0.002 -0.001 -0.003
H -3.5657 -0.9030 3.0597 0.000 0.001 0.004
H -1.4296 0.2656 2.5862 -0.003 0.002 0.000
S 0.5794 2.0729 2.0227 -0.029 -0.041 -0.024
C 1.2382 3.5284 1.3410 0.034 0.016 0.057
N 2.5603 3.5905 1.0949 -0.055 0.071 -0.054
C 3.1906 4.6616 0.5837 -0.010 0.006 -0.007
C 2.4861 5.8021 0.3175 -0.011 -0.007 0.006
C 1.1130 5.8036 0.5792 0.016 0.000 0.005
C 0.4941 4.6814 1.0851 -0.008 -0.006 -0.019
H 3.0840 2.7336 1.2527 0.058 -0.092 0.016
H 4.2498 4.5510 0.4064 0.005 -0.002 -0.001
H 2.9888 6.6674 -0.0853 0.002 0.004 -0.004
H 0.5296 6.6924 0.3783 -0.001 0.003 0.000
H -0.5665 4.6643 1.2870 0.000 0.000 0.001
C -3.5440 2.6993 -3.5815 0.002 -0.001 0.003
C -2.5084 2.1397 -2.6559 0.005 0.001 0.001
C -1.3998 1.4479 -3.1243 -0.006 0.001 0.002
C -0.4733 0.9364 -2.2375 0.003 -0.003 -0.013
N -0.5932 1.0666 -0.9084 -0.071 0.018 -0.025
C -1.6629 1.7343 -0.4482 0.000 0.004 0.015
C -2.6200 2.2788 -1.2736 0.002 -0.003 -0.003
H -3.1933 2.7110 -4.6111 0.001 0.001 -0.002
H -3.8180 3.7134 -3.2917 -0.001 0.000 0.000
H -4.4500 2.0919 -3.5388 -0.003 -0.001 -0.001
H -1.2407 1.3067 -4.1848 0.000 -0.001 -0.002
H 0.4008 0.4141 -2.5954 -0.009 0.004 0.009
H -1.7320 1.8439 0.6250 0.004 0.000 -0.001
H -3.4532 2.8122 -0.8351 -0.004 0.000 0.001
C 3.0388 -1.3300 5.0838 -0.002 0.002 0.006
O 3.5687 -0.6402 3.9363 -0.006 0.033 0.001
C 2.7749 -0.4599 2.9148 0.064 -0.067 -0.052
S 3.3508 0.2800 1.5042 0.016 0.052 0.033
S 1.1849 -0.9540 2.7852 -0.039 0.013 0.052
H 3.8534 -1.3689 5.7975 -0.001 -0.004 0.007
H 2.7284 -2.3342 4.7980 -0.002 -0.003 0.002
H 2.1949 -0.7744 5.4903 -0.002 -0.003 0.006
Cl 2.0733 -3.6254 0.4579 -0.027 -0.018 0.023
Si 2.1556 -1.7298 -0.3078 0.044 -0.023 0.005
Cl 2.3371 1.4787 -1.1048 -0.070 -0.048 0.075
Cl 3.6149 -1.7642 -1.7137 0.009 -0.006 0.011
```
Positions in Å, forces in eV/Å.